Record 1
DFT (ωB97M-V with the def2-TZVPD basis set) results for 2 unconnected molecules or ions with the total composition C6H16S2 in a non-equilibrium geometry.

* total charge: 0
* lowest unoccupied orbital energy: 0.81 eV
* SMILES string: CCSC.CCSC
* energy relative to the best compared isomer or geometry (same formula, charge and spin): 2.755 eV
* spin multiplicity: 1

Last column: natural (NBO) charge in e.
Geometry (Å):
C  0.009  2.267  -0.065  -0.510
C  0.882  2.863  -1.073  -0.615
C  -2.751  1.019  -0.365  -0.749
S  -1.656  2.380  -0.868  0.160
H  0.357  1.344  0.323  0.214
H  0.090  2.913  0.823  0.202
H  0.438  3.703  -1.619  0.218
H  1.072  2.182  -1.823  0.206
H  -3.189  1.113  0.613  0.215
H  -3.471  1.040  -1.237  0.238
H  -2.189  -0.013  -0.429  0.212
H  1.833  3.203  -0.620  0.207
C  0.813  -3.121  0.125  -0.534
C  -0.591  -2.681  -0.094  -0.669
C  1.736  -0.695  1.442  -0.836
S  1.464  -2.346  1.677  0.214
H  1.076  -4.299  0.294  0.250
H  1.412  -2.740  -0.795  0.217
H  -1.489  -3.399  -0.018  0.234
H  -0.537  -2.023  -1.023  0.212
H  1.504  -0.304  0.458  0.229
H  1.258  -0.072  2.349  0.238
H  2.854  -0.482  1.394  0.226
H  -0.925  -1.851  0.532  0.221

=====

Record 2
DFT (ωB97M-V with the def2-TZVPD basis set) results for a single C4H7NO molecule.

* total charge: 0
* lowest unoccupied orbital energy: 0.77 eV
* SMILES string: C[C@H]1[NH2+]/C1=C\[O-]
* energy relative to the best compared isomer or geometry (same formula, charge and spin): 3.648 eV
* spin multiplicity: 1

Last column: natural (NBO) charge in e.
Geometry (Å):
C  1.242  -0.907  -0.046  -0.639
C  0.633  0.423  -0.403  -0.046
N  -0.703  0.479  -1.071  -0.618
C  -0.411  1.138  0.325  -0.219
C  -1.143  0.375  1.304  0.310
O  -2.184  -0.261  1.109  -0.641
H  0.490  -1.592  0.353  0.226
H  1.998  -0.734  0.730  0.229
H  1.737  -1.364  -0.908  0.218
H  1.316  1.070  -0.958  0.196
H  -0.762  1.042  -1.913  0.409
H  -1.513  -0.101  -0.843  0.446
H  -0.700  0.434  2.320  0.128

=====

Record 3
DFT (ωB97M-V with the def2-TZVPD basis set) results for 6 unconnected molecules or ions with the total composition C25H60BBrO13S in a non-equilibrium geometry.

* total charge: 0
* lowest unoccupied orbital energy: 0.43 eV
* SMILES string: CC[C@H](Br)[C@H](OC)[C@](CCCS(=O)(=O)O)(OCCCCC(=O)O)B(C)O.CCO.CCO.CCO.CCO.CCO
* spin multiplicity: 1

Last column: Löwdin charge in e.
Geometry (Å):
C  1.466  0.631  3.033  -0.150
C  0.545  1.186  1.942  -0.272
C  -0.981  1.075  2.197  -0.560
Br  -1.356  -0.661  3.027  0.858
C  -1.735  1.237  0.876  -0.302
O  -1.340  2.529  0.422  -0.146
C  -0.763  2.544  -0.859  -0.085
C  -3.310  1.191  0.898  -0.286
C  -3.815  -0.229  0.615  -0.141
C  -3.361  -0.859  -0.720  -0.194
C  -2.382  -2.025  -0.533  -0.199
S  -3.230  -3.450  0.111  0.591
O  -2.699  -3.789  1.398  -0.288
O  -4.654  -3.248  0.063  -0.286
O  -2.840  -4.597  -0.929  -0.167
O  -3.710  2.135  -0.113  -0.074
C  -4.861  1.922  -0.891  -0.191
C  -6.197  2.375  -0.257  -0.135
C  -7.050  1.253  0.345  -0.186
C  -7.408  0.148  -0.674  -0.093
C  -8.860  -0.268  -0.709  -0.518
O  -9.423  -0.586  -1.717  0.118
O  -9.531  -0.266  0.476  0.095
B  -3.896  1.697  2.323  -0.483
C  -4.620  0.800  3.410  -0.001
O  -3.784  3.037  2.550  0.174
H  2.445  1.093  2.910  0.052
H  1.624  -0.439  2.913  0.056
H  1.108  0.854  4.037  0.068
H  0.794  0.705  0.996  0.108
H  0.747  2.255  1.866  0.117
H  -1.229  1.882  2.885  0.113
H  -1.336  0.499  0.172  0.133
H  -1.472  2.213  -1.628  0.091
H  0.140  1.927  -0.922  0.085
H  -0.483  3.574  -1.080  0.095
H  -4.904  -0.192  0.600  0.092
H  -3.575  -0.905  1.431  0.070
H  -2.870  -0.118  -1.354  0.124
H  -4.227  -1.230  -1.266  0.088
H  -1.910  -2.282  -1.485  0.090
H  -1.606  -1.765  0.184  0.081
H  -3.510  -5.291  -0.815  0.103
H  -4.715  2.535  -1.785  0.131
H  -4.974  0.901  -1.265  0.096
H  -5.959  3.107  0.518  0.119
H  -6.786  2.883  -1.023  0.117
H  -6.564  0.839  1.228  0.082
H  -7.978  1.703  0.710  0.116
H  -7.104  0.407  -1.685  0.123
H  -6.858  -0.767  -0.412  0.128
H  -8.917  -0.454  1.198  0.114
H  -4.491  1.271  4.393  0.071
H  -5.701  0.767  3.245  0.062
H  -4.233  -0.210  3.498  0.034
H  -4.224  3.285  3.372  0.108
C  5.256  -0.162  -0.526  -0.090
C  5.284  0.831  0.621  -0.311
O  4.484  0.387  1.718  -0.092
H  4.232  -0.324  -0.866  0.071
H  5.853  0.193  -1.368  0.072
H  5.657  -1.128  -0.207  0.073
H  4.869  1.788  0.306  0.112
H  6.310  0.990  0.961  0.083
H  4.845  -0.451  2.022  0.084
C  9.435  2.441  2.725  -0.091
C  9.563  1.004  2.262  -0.313
O  8.668  0.700  1.190  -0.096
H  8.411  2.648  3.043  0.076
H  10.113  2.646  3.550  0.062
H  9.675  3.130  1.912  0.073
H  9.310  0.316  3.068  0.112
H  10.592  0.797  1.948  0.099
H  8.880  1.288  0.458  0.081
C  -5.090  -4.231  -4.755  -0.079
C  -4.733  -3.448  -3.506  -0.327
O  -4.758  -2.040  -3.733  -0.081
H  -4.405  -3.984  -5.567  0.072
H  -5.043  -5.306  -4.571  0.077
H  -6.101  -3.986  -5.089  0.075
H  -3.719  -3.685  -3.185  0.076
H  -5.411  -3.696  -2.682  0.110
H  -5.650  -1.799  -4.002  0.085
C  13.389  2.642  0.894  -0.092
C  13.453  3.574  2.090  -0.317
O  12.666  3.099  3.178  -0.092
H  12.356  2.517  0.566  0.065
H  13.975  3.032  0.061  0.074
H  13.777  1.654  1.152  0.074
H  13.050  4.553  1.833  0.112
H  14.490  3.711  2.413  0.108
H  13.012  2.239  3.438  0.083
C  -1.117  -4.745  -4.485  -0.084
C  -1.087  -3.229  -4.497  -0.307
O  -0.366  -2.701  -3.384  -0.085
H  -1.564  -5.108  -3.557  0.064
H  -1.693  -5.131  -5.327  0.074
H  -0.105  -5.154  -4.546  0.074
H  -2.096  -2.825  -4.418  0.093
H  -0.647  -2.859  -5.429  0.112
H  0.541  -3.020  -3.430  0.084